Record 1
13
Properties=species:S:1:pos:R:3 method="wB97M-V/def2-TZVPD" molar_mass_g_mol=211.00 charge=0 e_above_lowest_kj_mol=152.1 homo_ev=-9.536 smiles="C=C(C)N=C=O.I"
C 0.517 1.139 -0.475
C 0.092 -0.071 -0.214
C 0.141 -0.766 1.136
N -0.125 -1.009 -1.239
C -0.679 -1.190 -2.274
O -1.055 -1.575 -3.308
H 0.393 1.599 -1.437
H 0.837 1.810 0.447
H 0.472 -0.047 1.978
H 0.949 -1.554 1.017
H -0.803 -1.304 1.232
I -4.501 0.528 -2.697
H -3.708 -0.754 -2.464



Record 2
8
Properties=species:S:1:pos:R:3 method="wB97M-V/def2-TZVPD" molar_mass_g_mol=65.07 charge=0 e_above_lowest_kj_mol=219.4 homo_ev=-10.779
C -1.034 0.060 -0.003
C 0.438 0.402 -0.070
C 0.996 1.577 -0.274
C 1.473 -0.586 0.091
N 2.318 -1.368 0.215
H -1.642 0.946 -0.202
H -1.280 -0.325 0.990
H -1.268 -0.706 -0.746



Record 3
137
Properties=species:S:1:pos:R:3 method="wB97M-V/def2-TZVPD" molar_mass_g_mol=981.02 charge=-1 homo_ev=-6.224
C -0.731 -2.615 -0.806
C -0.435 -2.054 -1.832
B -0.029 -1.450 -3.238
C 1.600 -1.475 -3.367
C 2.131 -2.907 -3.580
C 3.499 -3.085 -2.933
O 4.017 -4.424 -3.077
C -0.761 -2.233 -4.477
C -2.248 -1.962 -4.765
C -3.186 -2.310 -3.596
C -4.537 -2.933 -4.019
C -5.055 -4.001 -3.037
C -5.867 -3.386 -1.886
C -5.921 -4.257 -0.626
S -0.515 0.429 -3.060
O -1.904 0.651 -2.683
O 0.507 1.144 -2.311
C -0.368 1.269 -4.771
F -0.189 0.361 -5.762
F 0.718 2.080 -4.756
C -1.564 2.170 -5.160
F -2.699 1.499 -5.254
F -1.708 3.164 -4.289
F -1.335 2.728 -6.367
H -1.020 -3.089 0.112
H 2.031 -1.059 -2.448
H 1.915 -0.829 -4.199
H 2.223 -3.112 -4.655
H 1.437 -3.645 -3.157
H 4.218 -2.393 -3.383
H 3.420 -2.831 -1.868
H 3.775 -4.877 -2.264
H -0.185 -2.039 -5.392
H -0.650 -3.310 -4.276
H -2.376 -0.917 -5.054
H -2.552 -2.550 -5.645
H -3.396 -1.386 -3.047
H -2.676 -2.985 -2.904
H -5.292 -2.132 -4.052
H -4.484 -3.333 -5.038
H -4.204 -4.541 -2.607
H -5.690 -4.707 -3.586
H -5.435 -2.410 -1.632
H -6.892 -3.207 -2.241
H -6.307 -3.693 0.231
H -6.553 -5.139 -0.784
H -4.911 -4.601 -0.374
N -9.327 -1.662 1.749
C -8.992 -1.302 3.028
C -7.869 -0.519 2.960
C -7.516 -0.398 1.589
C -8.435 -1.113 0.869
H -10.103 -2.244 1.496
H -9.573 -1.641 3.870
H -7.349 -0.082 3.796
H -6.681 0.145 1.180
H -8.524 -1.282 -0.190
N 6.003 -2.050 -5.983
C 7.110 -1.383 -6.432
C 8.203 -1.945 -5.826
C 7.735 -2.994 -4.986
C 6.370 -3.032 -5.106
H 5.056 -1.846 -6.248
H 7.026 -0.570 -7.132
H 9.227 -1.634 -5.960
H 8.332 -3.631 -4.354
H 5.634 -3.668 -4.641
N 10.878 -4.176 -6.290
C 11.639 -5.195 -5.792
C 12.949 -4.927 -6.092
C 12.975 -3.695 -6.801
C 11.680 -3.258 -6.905
H 9.876 -4.103 -6.211
H 11.187 -6.018 -5.266
H 13.793 -5.543 -5.832
H 13.844 -3.187 -7.187
H 11.264 -2.376 -7.360
N -11.393 1.062 4.204
C -11.149 1.470 5.485
C -12.254 2.147 5.930
C -13.202 2.148 4.870
C -12.639 1.472 3.820
H -10.750 0.543 3.631
H -10.214 1.248 5.971
H -12.370 2.593 6.903
H -14.182 2.596 4.878
H -13.018 1.249 2.838
N -6.516 -0.971 6.539
C -5.298 -0.446 6.202
C -4.340 -1.116 6.915
C -5.010 -2.085 7.712
C -6.350 -1.973 7.455
H -7.397 -0.674 6.163
H -5.215 0.350 5.481
H -3.279 -0.937 6.863
H -4.557 -2.789 8.390
H -7.193 -2.520 7.841
N -1.713 2.840 6.254
C -0.790 2.956 5.248
C -1.242 2.233 4.178
C -2.489 1.662 4.550
C -2.752 2.051 5.836
H -1.636 3.257 7.163
H 0.106 3.539 5.381
H -0.737 2.121 3.233
H -3.114 1.030 3.940
H -3.580 1.832 6.488
N -0.284 7.606 5.673
C -0.189 6.465 6.418
C 1.047 6.450 7.007
C 1.727 7.628 6.597
C 0.879 8.320 5.773
H -1.081 7.871 5.125
H -1.005 5.764 6.458
H 1.427 5.677 7.655
H 2.726 7.927 6.868
H 1.002 9.254 5.251
N 4.847 8.237 2.878
C 4.070 8.595 3.945
C 4.902 9.064 4.927
C 6.232 8.983 4.432
C 6.165 8.466 3.166
H 4.502 7.854 2.018
H 3.001 8.486 3.915
H 4.593 9.426 5.894
H 7.134 9.267 4.947
H 6.937 8.241 2.450
N 9.410 -1.989 -0.779
C 10.158 -2.960 -1.388
C 10.638 -2.443 -2.562
C 10.160 -1.109 -2.663
C 9.405 -0.859 -1.549
H 8.923 -2.095 0.091
H 10.276 -3.933 -0.941
H 11.252 -2.967 -3.277
H 10.336 -0.418 -3.470
H 8.858 0.017 -1.247



Record 4
13
Properties=species:S:1:pos:R:3 method="wB97M-V/def2-TZVPD" molar_mass_g_mol=89.09 charge=0 e_above_lowest_kj_mol=498.8 homo_ev=-9.100 smiles=CC#CO.NO
C -0.762 -1.727 -0.222
C -1.300 -0.403 -0.006
C -1.453 0.771 0.229
O -1.941 1.979 0.430
H -0.921 -2.046 -1.253
H -1.238 -2.443 0.449
H 0.318 -1.690 -0.012
H -1.550 2.603 -0.191
N 1.764 0.312 0.556
O 1.969 1.011 -0.680
H 2.371 0.784 1.224
H 0.744 0.533 0.826
H 2.000 0.318 -1.351



What did we get for total energy? Answer: -583.66160; -208.81824; -3586.89214; -323.59099 hartree, in the order shown.
What did we get for LUMO energy? Answer: 0.020; -0.052; 0.062; 0.021 Ha, in the order shown.
What did we get for frontier orbital gap? Answer: 10.075; 9.369; 7.903; 9.675 eV, in the order shown.